A | # C5H14N

2 unconnected molecules or ions with the total composition C5H14N (ωB97M-V/def2-TZVPD, the OMol25 dataset).

HOMO energy	-13.71	eV

ORCA input file:
```
! wB97M-V def2-TZVPD RIJCOSX def2/J DEFGRID3
* xyz 1 1
N -0.8232 -1.1179 0.2764
C -1.8904 -0.0725 0.3679
C 0.9825 1.8761 -1.6451
C 0.4962 -0.7340 0.8783
C -0.0094 2.6951 -1.3038
C 1.4113 -1.9408 0.9695
H -2.8050 -0.4861 -0.0472
H -2.0338 0.1719 1.4160
H -0.9137 2.7917 -1.8885
H -1.5647 0.8036 -0.1829
H 1.8855 1.8518 -1.0500
H 0.9761 -2.7298 1.5890
H -1.1641 -1.9699 0.7145
H 0.0311 3.2314 -0.3645
H 1.6276 -2.3491 -0.0162
H 0.2748 -0.3331 1.8649
H 0.9623 1.3322 -2.5792
H 0.9230 0.0255 0.2280
H 2.3317 -1.6597 1.4767
H -0.6978 -1.3866 -0.7038
*
```

B | # C5H14N

A gas-phase ion, C5H14N (charge +1) (ωB97M-V/def2-TZVPD, the OMol25 dataset).

SMILES	CCCCC[NH3+]
HOMO energy	-14.65	eV

ORCA input file:
```
! wB97M-V def2-TZVPD RIJCOSX def2/J DEFGRID3
* xyz 1 1
N -1.7515 -1.0349 -1.6221
C 1.1263 0.3416 1.3278
C -0.2735 -0.9410 -1.9793
C 0.7391 0.7850 2.7812
C -0.0464 0.5430 0.3527
C 0.3860 0.3295 -1.1050
H -2.1423 -0.0905 -2.0977
H -2.0727 -2.0153 -1.9339
H -0.3207 0.9244 2.9599
H 1.0574 1.7709 3.0510
H -1.9051 -0.9510 -0.6391
H 1.4242 -0.0554 -1.2101
H 2.0618 0.8067 0.9991
H 1.2443 0.0032 3.3488
H -0.8999 -0.1153 0.6183
H -0.1156 -0.7114 -3.0531
H 0.3564 1.2383 -1.7754
H -0.4429 1.6675 0.3900
H 0.2885 -1.7858 -1.8603
H 1.2864 -0.7094 1.4472
*
```

Stability summary: most stable A, least stable B.

A | # C4H6N2O2

2 unconnected molecules or ions with the total composition C4H6N2O2 (ωB97M-V/def2-TZVPD, the OMol25 dataset).

HOMO energy	-9.02	eV

ORCA input file:
```
! wB97M-V def2-TZVPD RIJCOSX def2/J DEFGRID3
* xyz 0 1
O -0.4772 0.7836 1.3046
O -0.9104 1.3235 -1.9935
N 1.0245 -1.0003 1.2723
N 0.6956 -1.4796 -0.0945
C -1.0848 0.3788 -1.2263
C 0.6280 0.0988 1.8479
C -0.9112 0.1714 0.2605
C 0.1790 -0.2610 -0.6233
H 0.4569 1.5490 -1.7510
H 1.7112 -1.6742 -0.3010
H 1.0794 0.4587 2.8361
H -1.7372 -0.2804 -1.6411
H 0.8124 0.7488 -0.4088
H -1.4661 -0.8170 0.5182
*
```

B | # C4H6N2O2

A molecular structure, C4H6N2O2 (ωB97M-V/def2-TZVPD, the OMol25 dataset).

HOMO energy	-10.16	eV

ORCA input file:
```
! wB97M-V def2-TZVPD RIJCOSX def2/J DEFGRID3
* xyz 0 1
O 0.7365 1.9700 -0.8616
O 2.0535 -0.9380 0.8071
N -0.9405 0.7510 1.3694
N -1.4330 -1.0786 -0.5154
C 1.3925 0.9905 -0.1361
C 0.1358 -1.3321 -0.4774
C 1.2693 -0.4574 0.1496
C -1.6353 0.2183 0.3176
H -1.4265 -0.2726 -1.4292
H 2.5815 1.2499 0.4693
H 0.5613 -1.2839 -1.5535
H -1.4874 1.6951 1.8162
H -2.3370 0.9679 -0.0724
H 0.5293 -2.4801 0.1164
*
```

C | # C4H6N2O2

C4H6N2O2 in the gas phase (ωB97M-V/def2-TZVPD, the OMol25 dataset).

SMILES	[H]/N=C(/N)C(=C)OC=O
HOMO energy	-9.33	eV

ORCA input file:
```
! wB97M-V def2-TZVPD RIJCOSX def2/J DEFGRID3
* xyz 0 1
O 1.3123 0.6878 -0.4114
O 1.6115 -0.0827 1.6896
N -1.1544 -0.5747 1.2928
N -1.9550 1.0135 -0.1382
C 1.9034 0.6197 0.7651
C 0.1529 -0.8837 -1.7286
C 0.1641 -0.0821 -0.6774
C -1.0469 0.1875 0.1778
H -1.9066 -0.3234 1.9149
H -0.7310 -1.4362 -1.9808
H 2.7550 1.3206 0.7663
H -0.3023 -0.9177 1.7137
H -1.8235 1.4780 -1.0297
H 1.0207 -1.0067 -2.3541
*
```

Stability summary: most stable C, least stable A.

A | # C4H6N2O2

C4H6N2O2 in the gas phase (ωB97M-V/def2-TZVPD, the OMol25 dataset).

SMILES	C=C(/C=N\O)NC=O
HOMO energy	-9.30	eV

ORCA input file:
```
! wB97M-V def2-TZVPD RIJCOSX def2/J DEFGRID3
* xyz 0 1
O -2.1635 -1.9901 -1.4166
O 1.9966 1.8365 0.3862
N -0.8209 -1.0976 0.2094
N 0.8073 2.1034 -0.2287
C 0.9136 -0.5416 1.5961
C 0.1826 -0.2028 0.5731
C 0.0289 1.0645 -0.1893
C -1.2165 -1.3172 -1.0659
H 1.5764 0.1786 1.9881
H -1.3317 -1.5651 0.9725
H -0.9954 1.2367 -0.5814
H 0.8590 -1.5599 1.9937
H 2.4340 2.7097 0.3873
H -0.5636 -0.8295 -1.8659
*
```

B | # C4H6N2O2

C4H6N2O2 in the gas phase (ωB97M-V/def2-TZVPD, the OMol25 dataset).

SMILES	O=CN1C[C@@H]1/C=N\O
HOMO energy	-9.44	eV

ORCA input file:
```
! wB97M-V def2-TZVPD RIJCOSX def2/J DEFGRID3
* xyz 0 1
O 2.6670 -0.2807 -0.0595
O -2.6727 0.5793 0.8257
N 0.5006 -1.0036 -0.9291
N -1.5386 0.9038 1.5847
C -0.4803 0.1313 -0.6078
C -0.3879 0.6224 0.8678
C 0.6901 0.1915 -1.6135
C 1.6352 -1.2654 -0.1166
H 0.2789 -0.2548 -2.5252
H 0.4264 1.0889 1.2837
H -1.5990 -0.0273 -1.0734
H -3.5997 0.9083 1.2956
H 1.6772 0.6415 -1.3797
H 1.3865 -2.1256 0.5014
*
```

C | # C4H6N2O2

A molecular structure, C4H6N2O2 (ωB97M-V/def2-TZVPD, the OMol25 dataset).

HOMO energy	-9.28	eV

ORCA input file:
```
! wB97M-V def2-TZVPD RIJCOSX def2/J DEFGRID3
* xyz 0 1
O 0.4795 1.7787 -0.8836
O 2.7106 -0.4350 0.1157
N -0.9884 1.2888 0.8329
N -2.3082 -0.9958 -0.1667
C -0.1264 1.0509 -0.1358
C 0.0971 -0.4311 0.0688
C 1.6386 -0.9715 0.1804
C -0.9445 -1.2827 -0.1680
H -2.4146 -0.0006 -0.0273
H -2.7278 -1.6907 -1.2147
H 1.5859 -2.0890 0.3893
H -0.9108 0.8074 1.6679
H -1.3723 2.3249 1.0351
H -0.5937 -2.3459 -0.0425
*
```

D | # C4H6N2O2

C4H6N2O2 in the gas phase (ωB97M-V/def2-TZVPD, the OMol25 dataset).

SMILES	Nc1c[nH]c(O)c1O
HOMO energy	-7.32	eV

ORCA input file:
```
! wB97M-V def2-TZVPD RIJCOSX def2/J DEFGRID3
* xyz 0 1
O -0.1725 -2.0081 -0.3198
O 2.4704 -0.7015 0.0738
N 1.2265 1.1444 -0.2487
N -2.1127 0.0157 -0.0885
C -0.0955 1.5117 -0.2663
C 1.2661 -0.0248 -0.1631
C 0.1559 -0.7150 -0.2043
C -0.7884 0.2586 -0.2696
H -0.2809 2.6950 0.1319
H 2.0530 1.8943 0.2681
H -2.5796 0.6780 0.5308
H -0.9817 -2.1978 0.5550
H -2.1162 -1.0702 0.3745
H 1.9557 -1.4804 -0.3738
*
```

Stability summary: most stable A, least stable B.

A | # C4H6N2O2

C4H6N2O2 in the gas phase (ωB97M-V/def2-TZVPD, the OMol25 dataset).

SMILES	CNC#CC(=O)NO
HOMO energy	-8.87	eV

ORCA input file:
```
! wB97M-V def2-TZVPD RIJCOSX def2/J DEFGRID3
* xyz 0 1
O -1.9547 1.8113 0.1309
O -2.9145 -1.5906 0.2006
N -3.0223 -0.2329 -0.0288
N 1.8390 -0.4490 -0.2366
C -1.9001 0.5894 0.0108
C 0.5508 0.0372 -0.1639
C 2.8983 0.6160 0.0364
C -0.6661 -0.1028 0.0265
H 3.9060 0.5591 -0.4655
H -2.4364 -2.0393 -0.5231
H -4.0105 0.0340 0.1456
H 2.5449 1.6209 -0.2055
H 2.0561 -1.4160 0.0029
H 3.1094 0.5626 1.0696
*
```

B | # C4H6N2O2

C4H6N2O2 in the gas phase (ωB97M-V/def2-TZVPD, the OMol25 dataset).

HOMO energy (spin up / spin down)	-8.49 / -6.80	eV

ORCA input file:
```
! wB97M-V def2-TZVPD RIJCOSX def2/J DEFGRID3
* xyz 0 1
O -1.8338 -0.7036 2.5728
O -0.1164 -1.0829 1.2952
N 0.5684 -1.1611 0.0038
N -0.7499 0.8033 -1.8890
C -1.3561 0.7728 0.6256
C 1.8989 -0.6530 -0.0577
C -1.1512 0.7902 -0.6282
C -1.1750 -0.4610 1.5889
H -1.2083 0.8324 -2.7864
H -1.7356 1.6184 1.1680
H 2.2173 -0.5687 -1.1131
H 1.8277 0.3272 0.4510
H 0.2185 0.5968 -1.8765
H 2.5955 -1.1108 0.6455
*
```

C | # C4H6N2O2

C4H6N2O2 in the gas phase (ωB97M-V/def2-TZVPD, the OMol25 dataset).

SMILES	Nc1cc(O)n(O)c1
HOMO energy	-7.80	eV

ORCA input file:
```
! wB97M-V def2-TZVPD RIJCOSX def2/J DEFGRID3
* xyz 0 1
O -0.1972 -1.4607 -2.1626
O 1.8790 -1.7045 -0.2934
N -1.2352 1.7480 1.3376
N 0.9243 -0.7714 -0.2030
C -0.1594 -0.7048 -0.9723
C -0.5162 0.7260 0.6164
C 0.7219 0.1835 0.8460
C -1.1854 0.1318 -0.4611
H -1.6904 2.3881 0.7220
H 0.8175 -1.4829 -2.2904
H 1.7551 -2.3192 0.4629
H 1.5232 0.7709 1.3420
H -2.1535 0.3743 -0.7607
H -0.4837 2.1209 1.8167
*
```

Stability summary: most stable C, least stable B.

A | # C4H6N2O2

C4H6N2O2 in the gas phase (ωB97M-V/def2-TZVPD, the OMol25 dataset).

SMILES	C1=N\N=C/OCCO/1
HOMO energy	-8.92	eV

ORCA input file:
```
! wB97M-V def2-TZVPD RIJCOSX def2/J DEFGRID3
* xyz 0 1
O -0.7492 1.5186 0.0602
O 1.0547 -1.1301 -0.4988
N -1.1980 -1.5887 0.2308
N -1.9772 -0.7221 -0.3456
C 1.3382 0.3365 -0.4344
C 0.0940 -1.6717 0.2642
C -1.7007 0.5681 -0.3456
C 0.4033 1.0660 0.4633
H 0.3731 -2.4997 0.9160
H -2.6005 1.0970 -0.8841
H 2.4811 0.1844 -0.0671
H 1.2729 0.5141 -1.5987
H 0.1856 0.3794 1.4669
H 1.0227 1.9481 0.7728
*
```

B | # C4H6N2O2

A molecular structure, C4H6N2O2 (ωB97M-V/def2-TZVPD, the OMol25 dataset).

HOMO energy (spin up / spin down)	-7.93 / -7.93	eV

ORCA input file:
```
! wB97M-V def2-TZVPD RIJCOSX def2/J DEFGRID3
* xyz 0 1
O 0.5782 -0.8848 1.8554
O 1.5064 0.9222 0.8260
N 2.1178 0.2825 -1.4994
N 1.1177 -0.0301 -1.9258
C -1.4534 -0.7592 -1.3153
C 0.4617 0.1879 1.0484
C -0.6792 -0.1088 -0.4749
C -0.9289 0.6665 0.7505
H -2.5315 -0.6146 -1.3303
H 1.4786 -0.9250 2.2101
H -1.6884 0.2898 1.4373
H -1.0549 -1.4162 -2.0799
H 2.0454 0.6431 -0.1168
H -0.9697 1.7467 0.6147
*
```

Stability summary: most stable B, least stable A.

A | # C4H6N2O2

C4H6N2O2 in the gas phase (ωB97M-V/def2-TZVPD, the OMol25 dataset).

SMILES	[H]/N=C/N1C[C@H]1C(=O)O
HOMO energy	-10.19	eV

ORCA input file:
```
! wB97M-V def2-TZVPD RIJCOSX def2/J DEFGRID3
* xyz 0 1
O -1.4472 0.7620 -0.9099
O -1.9299 -1.2546 -1.8122
N 0.8333 -0.6310 0.3947
N 1.2892 1.6468 0.0627
C -0.2358 -0.3119 1.3352
C -0.5611 -1.1645 0.1661
C 1.5424 0.4185 -0.2088
C -1.4202 -0.5676 -0.8770
H 1.7994 2.1695 -0.5704
H -0.9247 1.2475 -0.2702
H 0.2879 -0.6551 2.4261
H 2.1097 -0.0188 -1.0135
H -0.8423 0.6479 1.1841
H -0.5008 -2.2888 0.0931
*
```

B | # C4H6N2O2

C4H6N2O2 in the gas phase (ωB97M-V/def2-TZVPD, the OMol25 dataset).

SMILES	[H]/N=C/N(C=C)OC=O
HOMO energy	-8.66	eV

ORCA input file:
```
! wB97M-V def2-TZVPD RIJCOSX def2/J DEFGRID3
* xyz 0 1
O 0.8586 1.2471 -0.9677
O 0.1937 0.7772 1.1639
N 2.4400 -0.3100 0.0877
N 0.1134 -0.4391 0.5315
C -2.2401 -0.0246 -0.0727
C 1.3034 -1.0306 0.1465
C -1.0837 -0.7770 -0.1836
C 0.4598 1.6547 0.1342
H -2.3156 0.8899 0.6058
H -3.1309 -0.2825 -0.6444
H 1.0867 -2.1424 -0.1250
H 3.4001 -0.7272 -0.2634
H -1.1433 -1.7271 -0.8067
H 0.0579 2.8917 0.3938
*
```

C | # C4H6N2O2

A molecular structure, C4H6N2O2 (ωB97M-V/def2-TZVPD, the OMol25 dataset).

HOMO energy	-8.97	eV

ORCA input file:
```
! wB97M-V def2-TZVPD RIJCOSX def2/J DEFGRID3
* xyz 0 1
O 0.1612 1.3501 1.2120
O -2.4623 1.3573 -0.5794
N -1.6658 -1.8737 0.8359
N 0.9126 -0.2642 -0.2764
C -1.8025 -0.9080 0.2492
C 2.3037 -0.3742 0.1804
C 0.0735 0.5247 0.3395
C -1.6538 0.2194 -0.5644
H -1.3714 0.0979 -1.5377
H 2.4494 -1.4469 0.1559
H 2.9799 0.2288 -0.5254
H 2.1980 0.2489 1.1371
H -2.7098 1.7875 0.3288
H 0.5871 -0.9478 -0.9554
*
```

D | # C4H6N2O2

C4H6N2O2 in the gas phase (ωB97M-V/def2-TZVPD, the OMol25 dataset).

SMILES	O=C1NN[C@@H]2C[C@H]2O1
HOMO energy	-8.79	eV

ORCA input file:
```
! wB97M-V def2-TZVPD RIJCOSX def2/J DEFGRID3
* xyz 0 1
O -2.8912 -0.5086 0.3913
O -0.8020 -1.3323 -0.1494
N -1.2797 0.9715 -0.3498
N 0.1412 1.4619 0.1885
C 0.3999 -0.7844 -0.4312
C 1.7496 -0.6747 0.1463
C 0.5982 0.1714 0.8000
C -1.7130 -0.3711 -0.0189
H 0.7355 1.6631 -0.7150
H 2.3583 -0.2343 -0.6725
H -2.0551 1.5492 -0.2347
H 2.0724 -1.3208 0.9071
H 0.1671 -0.1610 1.6687
H 0.5190 -0.4301 -1.5304
*
```

Stability summary: most stable C, least stable D.